Entry 1:
The following is a quantum chemistry calculation of a structure of composition C31H50GdO3P2S at a distorted geometry, from the Open Molecules 2025 dataset.

ORCA input file:
```
! wB97M-V def2-TZVPD RIJCOSX def2/J DEFGRID3
* xyz 1 8
Gd -0.91445 1.40105 0.43198
C 0.77637 1.35246 2.31384
C 1.49192 1.58873 1.09368
C 0.02792 3.36006 1.39572
C -0.15576 2.43118 2.48923
C 1.06490 2.84017 0.54354
C 1.26574 0.41545 3.37391
H 2.36734 0.47582 3.45902
H 1.01987 -0.64078 3.14960
H 0.84705 0.66438 4.36440
C -1.07427 2.69443 3.63175
H -0.65616 2.25020 4.54217
H -2.08456 2.28041 3.46758
H -1.20109 3.77795 3.76290
C -0.62709 4.68200 1.28708
H -0.59639 5.18312 2.26185
H -1.68643 4.60395 1.00822
H -0.13067 5.29769 0.53293
C 1.65883 3.43149 -0.67765
H 2.67146 3.81919 -0.51298
H 1.04521 4.25573 -1.05133
H 1.74371 2.68681 -1.48353
C 2.60511 0.72519 0.62145
H 3.59991 1.02439 0.97813
H 2.64323 0.72288 -0.47224
H 2.43691 -0.30070 0.98033
C 0.65844 -3.37141 0.16664
C 1.87304 -3.82907 0.49860
C 3.11551 -3.13652 0.02688
C 3.47033 -3.45516 -1.44020
C 3.43368 -2.28751 -2.38720
C 2.47066 -1.36066 -2.33285
C 1.33749 -1.36922 -1.34814
C 0.40161 -2.61321 -1.12366
H 3.95159 -3.50183 0.64459
H 2.72862 -4.18078 -1.78097
H 3.00185 -2.05142 0.21194
H 0.46651 -3.26651 -2.01127
H -0.22524 -3.56216 0.81494
H 2.02424 -4.63891 1.21686
H -0.64272 -2.23357 -1.03459
H 1.67848 -1.08413 -0.35529
H 2.50360 -0.45030 -2.94900
H 0.68278 -0.51699 -1.63909
H 4.45446 -3.93484 -1.47437
H 4.18541 -2.20963 -3.17302
P -0.89131 -0.55976 -3.96037
P -0.76305 2.40614 -3.33455
C -0.95829 0.60487 -5.45841
C -1.55483 1.91802 -4.97504
H -1.49375 0.16771 -6.31646
H 0.09549 0.73716 -5.77013
H -1.41659 2.69448 -5.74221
H -2.63391 1.82021 -4.79192
C -1.29832 4.15165 -3.56664
H -0.77524 4.79425 -2.85568
H -2.36982 4.18552 -3.34120
H -1.15161 4.51705 -4.59881
C 0.97776 2.52434 -4.03342
H 0.95579 2.70662 -5.11596
H 1.54085 1.59714 -3.85076
H 1.51410 3.34095 -3.53444
C -2.59298 -1.27626 -4.10550
H -2.88339 -1.44419 -3.06323
H -2.58031 -2.23611 -4.63219
H -3.32530 -0.60205 -4.56753
C 0.15958 -1.74174 -4.94032
H -0.37100 -2.06467 -5.84559
H 0.50145 -2.62253 -4.38022
H 1.05020 -1.16826 -5.24447
C -2.03901 -2.80423 7.57837
C -2.10630 -2.29259 6.18080
C -2.26715 -3.16564 5.10508
C -2.33737 -2.69581 3.80440
C -2.20079 -1.32769 3.52936
C -2.03579 -0.44571 4.60338
C -2.04687 -0.91895 5.91052
S -2.43662 -0.80313 1.82517
O -1.08855 -0.84253 1.11029
O -3.43064 -1.70464 1.31606
O -2.74840 0.67552 1.77267
H -3.03135 -2.84063 8.03522
H -1.63696 -3.81867 7.59683
H -1.40872 -2.17980 8.20034
H -2.33168 -4.23411 5.31034
H -2.47481 -3.40073 2.96914
H -1.84129 0.60968 4.40368
H -1.98223 -0.23029 6.75101
*
```

Results
- <S²> = 16.09
- molar mass (g/mol) = 722.0
- energy (eV) = -89340.9788
- energy above the lowest of the compared OMol25 structures with the same formula, charge and spin (kcal/mol) = 0.0
- orbital gap (spin up / spin down) (eV) = 7.90 / 4.80

Entry 2:
The following is a quantum chemistry calculation of a structure of composition C31H50IrNPSeSi3, from the Open Molecules 2025 dataset.

ORCA input file:
```
! wB97M-V def2-TZVPD RIJCOSX def2/J DEFGRID3
* xyz 2 2
Ir -0.15846 0.30926 -0.27347
C 1.47827 -2.80656 0.47544
Si -0.36657 -2.63698 0.18478
C -1.08389 -4.28839 -0.31921
C -1.23174 -2.22308 1.79420
C -0.72137 -1.34334 -1.31553
Si -2.55914 -1.00929 -1.49106
C -2.74646 0.03158 0.09252
C -2.95965 0.02948 -2.99727
C -3.73062 -2.45418 -1.55807
Si 0.42845 -1.78468 -2.74450
C -0.03791 -1.16007 -4.44380
C 0.92112 -3.55911 -3.03136
C 1.93491 -0.79334 -2.13199
C 3.19793 -0.90628 -2.69594
C 4.25361 -0.12538 -2.26125
C 4.01704 0.78369 -1.24428
C 2.75177 0.86110 -0.70641
N 1.73156 0.09003 -1.11773
H 1.64084 -3.63723 1.16775
H 1.91738 -1.91317 0.92578
H 2.04644 -3.03116 -0.42821
H -0.73289 -4.99162 0.44373
H -0.76393 -4.66354 -1.28285
H -2.17092 -4.29620 -0.28300
H -0.82369 -2.89816 2.55248
H -2.30184 -2.43380 1.72959
H -1.10710 -1.20694 2.17213
H -1.83289 0.64509 0.36076
H -2.93788 -0.56556 0.98216
H -3.52784 0.78771 0.00785
H -2.19814 0.77539 -3.22818
H -3.90694 0.54786 -2.82370
H -3.09467 -0.58702 -3.88536
H -3.72922 -3.10911 -0.68815
H -3.51119 -3.05896 -2.44130
H -4.74910 -2.07426 -1.67818
H -0.88906 -1.70987 -4.84823
H 0.81155 -1.37280 -5.09936
H -0.26265 -0.10263 -4.51887
H 0.05279 -4.12036 -3.38399
H 1.34601 -4.08402 -2.17922
H 1.65400 -3.58530 -3.84231
H 3.34709 -1.62653 -3.49083
H 5.23527 -0.21831 -2.70617
H 4.79158 1.43483 -0.86515
H 2.54468 1.57929 0.07167
C -1.31311 -0.41123 7.59264
C -0.81898 -0.11633 6.21249
C 0.42968 -0.56217 5.78087
C 0.91450 -0.28891 4.51708
C 2.26925 -0.82038 4.13710
C 0.09328 0.45851 3.62627
Se 0.91599 0.84847 1.98363
C -1.17658 0.92581 4.04716
C -2.07953 1.76446 3.19214
C -1.59960 0.62623 5.32555
H -0.61755 -1.03860 8.14471
H -2.28115 -0.91303 7.55514
H -1.45501 0.51759 8.14833
H 1.04018 -1.14548 6.45897
H 2.71442 -1.34043 4.98186
H 2.95011 -0.02349 3.83500
H 2.20219 -1.52449 3.30607
H -1.75550 1.75820 2.15897
H -2.09459 2.79819 3.54340
H -3.10204 1.38995 3.23696
H -2.56845 0.98792 5.65123
C -1.75953 3.10056 -1.60762
P -0.19813 2.55847 -0.86601
C 0.00516 3.74925 0.48974
C 1.05995 2.99444 -2.07723
C 2.01117 3.97991 -1.82087
C 2.93268 4.32123 -2.80174
C 2.90338 3.68977 -4.03603
C 1.94589 2.71640 -4.29934
C 1.02843 2.37430 -3.32263
H -1.66708 4.18485 -1.69411
H -2.61757 2.86242 -0.98356
H -1.89856 2.68914 -2.60428
H -0.12492 4.76113 0.10261
H 0.98368 3.65917 0.95771
H -0.76132 3.56577 1.23855
H 2.04852 4.49052 -0.86818
H 3.66657 5.09020 -2.60195
H 3.61808 3.96521 -4.79993
H 1.90930 2.23562 -5.26820
H 0.28028 1.62276 -3.52838
*
```

Results
- <S²> = 0.76
- molar mass (g/mol) = 823.2
- energy (eV) = -135545.4559
- energy above the lowest of the compared OMol25 structures with the same formula, charge and spin (kcal/mol) = 0.0
- orbital gap (spin up / spin down) (eV) = 6.53 / 6.02

Entry 3:
The following is a quantum chemistry calculation of a cluster of 7 separate species, C31H50NO20 in total at a distorted geometry, from the Open Molecules 2025 dataset.

ORCA input file:
```
! wB97M-V def2-TZVPD RIJCOSX def2/J DEFGRID3
* xyz -1 1
C -0.86530 0.40007 5.49220
C -1.30620 0.84340 4.10821
C -0.10642 0.64149 3.13710
C -1.74258 2.29917 4.04571
C -3.02040 2.62554 4.85029
N -3.83154 1.46359 5.18661
C -4.61240 0.93960 4.06445
C -4.65487 -0.61283 4.02492
O -4.34301 -1.21321 5.07318
O -5.01740 -1.11400 2.93404
H -0.24432 -0.48119 5.36730
H -1.72806 0.19463 6.11086
H -0.23351 1.15537 5.94998
H -2.06822 0.17315 3.74666
H 0.81826 0.65189 3.70602
H -0.20336 -0.31867 2.63942
H -0.07067 1.41620 2.38534
H -0.93867 2.90175 4.46815
H -1.82461 2.62271 3.00638
H -3.57091 3.40345 4.30676
H -2.71333 3.06529 5.79400
H -4.48783 1.74189 5.89784
H -4.22761 1.31968 3.12690
H -5.66179 1.23092 4.12154
C 2.54945 -3.64659 7.01754
C 2.92731 -2.23871 7.40095
C 1.89521 -1.49991 8.22493
O 2.15440 -0.13532 7.87600
C 2.69092 -0.12962 6.62906
O 2.85553 0.83943 5.96891
O 3.01553 -1.39271 6.24429
H 3.28227 -4.06315 6.32702
H 2.49778 -4.28377 7.90072
H 1.58385 -3.66127 6.51176
H 3.90371 -2.22899 7.89675
H 2.01222 -1.64921 9.29593
H 0.87078 -1.74283 7.93391
C -3.52313 -2.53949 -0.44264
C -2.02558 -2.54021 -0.58648
C -1.35992 -3.87487 -0.34644
O -0.05113 -3.48390 0.10898
C -0.17839 -2.25142 0.68633
O 0.67031 -1.72271 1.32952
O -1.39255 -1.73392 0.42881
H -3.91084 -1.52554 -0.50547
H -3.97860 -3.14367 -1.23150
H -3.82439 -2.92782 0.52896
H -1.73725 -2.13061 -1.55707
H -1.28578 -4.48365 -1.24689
H -1.84221 -4.45290 0.44427
C 2.47343 -4.54161 -1.57527
C 1.88810 -5.85387 -2.01647
C 2.89192 -6.93406 -2.34416
O 2.17956 -7.72796 -3.30569
C 1.28586 -6.91603 -3.92473
O 0.66745 -7.20901 -4.89397
O 1.20475 -5.72427 -3.28322
H 1.68953 -3.79467 -1.48057
H 2.97186 -4.64092 -0.61224
H 3.19293 -4.17120 -2.30937
H 1.16018 -6.20682 -1.28089
H 3.17196 -7.53598 -1.48374
H 3.79294 -6.54073 -2.82052
C 0.15661 6.45338 -1.66677
C 0.12419 5.69213 -0.36626
C 0.70237 4.29768 -0.43423
O -0.02003 3.63333 0.61792
C -1.20780 4.25735 0.76616
O -2.10966 3.87988 1.43900
O -1.22417 5.41889 0.04679
H -0.38401 7.39554 -1.57228
H 1.18453 6.66664 -1.95970
H -0.32579 5.88001 -2.45925
H 0.59852 6.27899 0.42690
H 1.77241 4.26896 -0.24120
H 0.49698 3.79520 -1.37614
C 3.63583 0.26626 -5.96575
C 2.92870 0.29759 -4.63576
C 1.57392 -0.37389 -4.59812
O 0.91531 0.35591 -3.53998
C 1.45920 1.58561 -3.49630
O 1.02029 2.50151 -2.87233
O 2.57177 1.64804 -4.26172
H 4.54031 0.87428 -5.92680
H 3.91021 -0.75607 -6.22508
H 3.00290 0.67121 -6.75180
H 3.58336 -0.10155 -3.85621
H 1.63531 -1.43345 -4.35883
H 0.99273 -0.23970 -5.50791
C -0.67425 4.88336 -7.64839
C -0.94617 3.41976 -7.87918
C -1.74675 2.73574 -6.79371
O -1.28734 1.37828 -6.90011
C -0.03601 1.41135 -7.40165
O 0.69874 0.47386 -7.43004
O 0.27308 2.64802 -7.84795
H 0.00735 5.26865 -8.40576
H -1.60097 5.45477 -7.68796
H -0.20193 5.04010 -6.67816
H -1.40720 3.26938 -8.85924
H -2.82061 2.78936 -6.94925
H -1.50718 3.10420 -5.79409
*
```

Results
- molar mass (g/mol) = 756.7
- energy (eV) = -75400.8884
- orbital gap (eV) = 5.27

Entry 4:
The following is a quantum chemistry calculation of a cluster of 7 separate species, C31H51Cl13O3 in total at a distorted geometry, from the Open Molecules 2025 dataset.

ORCA input file:
```
! wB97M-V def2-TZVPD RIJCOSX def2/J DEFGRID3
* xyz 0 1
C -3.18088 0.24336 -0.41312
C -4.10356 -0.21128 -1.54676
C -3.39722 -0.88253 -2.73554
C -2.21629 -1.79895 -2.39148
C -0.84356 -1.10235 -2.32811
C 0.30594 -2.07045 -2.63395
C 1.55782 -1.87114 -1.76249
C 1.26397 -1.98090 -0.25979
C 2.17456 -1.17494 0.66604
Cl 2.33325 -2.04449 2.21290
O 3.51182 -1.05507 0.13000
C 3.66360 0.19444 -0.36567
O 4.67653 0.70189 -0.72567
O 2.44140 0.81059 -0.36638
C 1.80269 0.31840 0.81064
C 2.22027 1.00944 2.11107
C 2.81310 2.41882 1.94212
C 1.99242 3.35040 1.07752
C 2.48742 3.78847 -0.14486
C 1.74043 4.61805 -0.97003
C 0.46989 5.01642 -0.57073
C -0.02637 4.59581 0.65210
C 0.72222 3.76583 1.47343
H -2.66455 -0.59068 0.06385
H -3.76487 0.78545 0.33251
H -2.41909 0.93560 -0.78251
H -4.89693 -0.84291 -1.14319
H -4.58849 0.69543 -1.92298
H -4.14450 -1.49191 -3.25223
H -3.09098 -0.12059 -3.45878
H -2.42387 -2.34087 -1.46369
H -2.15791 -2.55999 -3.17672
H -0.74155 -0.65085 -1.34082
H -0.87266 -0.28353 -3.04998
H -0.01193 -3.11422 -2.57898
H 0.62064 -1.88922 -3.66494
H 2.02296 -0.93020 -2.05325
H 2.27653 -2.65367 -2.01559
H 1.35015 -3.03158 0.01741
H 0.24047 -1.68952 -0.02175
H 0.72180 0.41275 0.71401
H 2.93394 0.40520 2.67203
H 1.34206 1.09231 2.75346
H 2.83489 2.85842 2.94465
H 3.85224 2.39113 1.61303
H 3.46899 3.46114 -0.46820
H 2.16461 4.94848 -1.90964
H -0.11652 5.63788 -1.23113
H -1.01989 4.90638 0.95204
H 0.31969 3.42634 2.42170
Cl -3.19884 -3.53646 0.46540
C -4.78502 -4.19203 0.97229
C -5.48463 -4.88553 -0.16446
Cl -5.98408 -3.72493 -1.42582
H -5.37252 -3.36582 1.34965
H -4.59996 -4.89704 1.77905
H -6.38577 -5.37076 0.20703
H -4.84945 -5.63513 -0.62944
Cl 9.48825 0.14113 1.96670
C 8.31727 -1.16554 1.63332
C 6.95796 -0.63181 1.26720
Cl 6.15529 0.16050 2.64856
H 8.27333 -1.80163 2.51354
H 8.71611 -1.74475 0.80244
H 6.31317 -1.45157 0.95447
H 7.01057 0.09089 0.45795
Cl -7.21588 -1.08738 -3.29097
C -8.48699 -2.31219 -3.53617
C -9.84221 -1.69192 -3.75646
Cl -10.46322 -0.89272 -2.28811
H -8.48550 -2.96899 -2.67005
H -8.20413 -2.89184 -4.41348
H -10.55793 -2.46768 -4.02325
H -9.81534 -0.95149 -4.55157
Cl -6.83834 -4.03173 3.38655
C -8.55319 -4.51894 3.46796
C -8.70971 -6.01104 3.59823
Cl -8.20483 -6.87356 2.12038
H -9.04665 -4.14118 2.57627
H -8.98393 -4.02936 4.33947
H -9.75750 -6.25339 3.76577
H -8.12291 -6.40065 4.42579
Cl 14.85553 -0.89363 4.41114
C 14.11470 -0.14324 2.97330
C 13.26255 -1.11329 2.19800
Cl 14.23383 -2.38793 1.41381
H 14.91504 0.26008 2.35851
H 13.49502 0.67907 3.32683
H 12.73366 -0.58377 1.40770
H 12.53120 -1.59788 2.83912
Cl 0.38376 8.05620 -0.45515
C 0.01853 9.79827 -0.56398
C -0.89354 10.11506 -1.72111
Cl -0.09621 9.86325 -3.29563
H 0.96083 10.33426 -0.64422
H -0.46606 10.08217 0.36892
H -1.18928 11.16190 -1.67774
H -1.78768 9.49745 -1.69930
*
```

Results
- molar mass (g/mol) = 932.6
- energy (eV) = -201910.5717
- orbital gap (eV) = 9.21
- SMILES string = CCCCCCCC[C@@]1(Cl)OC(=O)O[C@@H]1CCc1ccccc1.ClCCCl.ClCCCl.ClCCCl.ClCCCl.ClCCCl.ClCCCl

Entry 5:
The following is a quantum chemistry calculation of a structure of composition C31H52AlF5NO6 at a distorted geometry, from the Open Molecules 2025 dataset.

ORCA input file:
```
! wB97M-V def2-TZVPD RIJCOSX def2/J DEFGRID3
* xyz -1 1
O 3.04072 -1.82715 3.96289
C 2.79500 -0.69867 3.58425
C 3.35605 -0.17791 2.27438
C 4.13821 -1.24176 1.45898
Al 2.72847 -2.46076 0.60420
C 3.42521 -3.39221 -1.11805
F 3.13679 -2.70762 -2.29055
F 4.79518 -3.59236 -1.09365
C 2.73282 -4.75739 -1.31053
F 2.92688 -5.28454 -2.54791
F 1.39961 -4.54677 -1.24143
F 3.06206 -5.64989 -0.38725
N 1.98927 0.15898 4.45881
C 0.60673 0.01223 4.11061
C -0.28732 -0.50395 5.02848
C -1.60515 -0.64129 4.67923
C -2.07489 -0.31657 3.43320
C -1.18629 0.19875 2.51035
C 0.12252 0.36830 2.87384
H 2.57328 0.17998 1.59520
H 3.96470 0.71195 2.50870
H 4.59924 -0.68536 0.62997
H 4.86438 -1.77696 2.07424
H 1.45836 -1.55952 0.16234
H 2.30938 -3.61329 1.63105
H 2.08997 -0.25231 5.38373
H 0.00938 -0.79320 6.03267
H -2.31776 -1.02002 5.40917
H -3.10688 -0.43920 3.12094
H -1.49053 0.47035 1.49747
H 0.77616 0.80264 2.12577
C -0.20095 2.59054 -2.28090
C 0.57594 3.08344 -1.06997
C -0.47817 3.02543 0.02529
O -1.36654 1.95399 -0.31191
C -1.10097 1.53512 -1.65988
H 0.42613 2.19943 -3.07543
H -0.80400 3.40319 -2.69272
H 1.38884 2.38905 -0.84346
H 1.00289 4.07823 -1.19605
H -1.06353 3.95164 0.06515
H -0.04969 2.84320 1.01198
H -0.60086 0.56228 -1.61765
H -2.04492 1.41833 -2.19744
C -0.38734 2.74202 -7.30087
C -0.84702 4.18011 -7.10386
C -0.78134 4.32144 -5.59045
O 0.27050 3.46296 -5.14294
C 0.66931 2.60295 -6.21589
H -0.00122 2.53542 -8.29830
H -1.21619 2.05674 -7.10721
H -0.13834 4.86557 -7.57578
H -1.83814 4.38520 -7.50728
H -1.71440 3.99055 -5.11977
H -0.57575 5.34424 -5.27077
H 1.65016 2.93616 -6.57192
H 0.76360 1.58088 -5.84687
C -5.90947 1.13025 -1.50359
C -6.36962 2.56644 -1.29058
C -6.31683 2.68749 0.22571
O -5.27161 1.82335 0.66926
C -4.86136 0.97625 -0.41155
H -5.51474 0.93698 -2.50047
H -6.74121 0.44300 -1.32696
H -5.65585 3.25717 -1.74689
H -7.35740 2.77847 -1.69991
H -7.25505 2.35179 0.68337
H -6.11276 3.70595 0.56085
H -3.87870 1.31401 -0.75219
H -4.77017 -0.05065 -0.05629
C 0.60621 -6.10745 -5.86568
C 0.32118 -6.86289 -4.57527
C -0.79663 -6.03038 -3.96767
O -1.52645 -5.46278 -5.06703
C -0.78722 -5.65211 -6.27394
H 1.09655 -6.71029 -6.63004
H 1.23838 -5.24152 -5.65625
H -0.04214 -7.86885 -4.80571
H 1.18567 -6.95453 -3.91985
H -0.39738 -5.21073 -3.36412
H -1.47289 -6.62003 -3.34742
H -1.29663 -6.42036 -6.86885
H -0.77783 -4.72159 -6.84438
C 3.31431 2.69190 9.00877
C 2.12975 2.02734 9.69688
C 1.73197 0.97200 8.67594
O 2.93037 0.58773 7.99553
C 3.97465 1.50922 8.31663
H 3.98512 3.21305 9.69134
H 2.95789 3.40961 8.26595
H 2.45771 1.54883 10.62354
H 1.31803 2.71310 9.93742
H 1.03528 1.37865 7.93484
H 1.27668 0.09242 9.13363
H 4.68155 1.00298 8.98376
H 4.50112 1.79359 7.40504
*
```

Results
- molar mass (g/mol) = 656.7
- energy (eV) = -66949.5018
- orbital gap (eV) = 7.23

Question: The highest energy belongs to which entry?
Answer: C31H52AlF5NO6